# 1
# C3H3Br2N

A molecular structure, C3H3Br2N (ωB97M-V/def2-TZVPD, the Open Molecules 2025 dataset).

```
! wB97M-V def2-TZVPD RIJCOSX def2/J DEFGRID3
* xyz 0 1
C 2.349 -0.273 -1.774
C -0.109 -0.013 0.094
C 2.415 -0.061 -0.405
N 2.271 -0.498 -2.899
Br 2.895 -1.590 0.644
Br 3.018 1.599 0.266
H -0.399 0.448 -0.828
H -0.038 0.605 0.965
H -0.257 -1.068 0.196
*
```

Properties
- LUMO (alpha / beta) (Ha) = -0.05700 / -0.01945
- energy above the lowest of the compared OMol25 structures with the same formula, charge and spin (kcal/mol) = 74.81
- energy (eV) = -144730.7573
- frontier orbital gap (alpha / beta) (eV) = 7.71 / 8.57
- HOMO level (alpha / beta) (eV) = -9.261 / -9.099

Löwdin population analysis, charges in e, atoms 1 to 2: -0.45 0.10

---

# 2
# C4H18N2O5S

5 unconnected molecules or ions with the total composition C4H18N2O5S (ωB97M-V/def2-TZVPD, the Open Molecules 2025 dataset).

```
! wB97M-V def2-TZVPD RIJCOSX def2/J DEFGRID3
* xyz 0 1
N 0.635 2.935 0.130
C -0.029 1.833 0.779
O -0.456 1.913 1.949
N -0.382 0.778 -0.015
C 0.051 0.431 -1.368
C 0.968 -0.760 -1.280
C 0.380 -1.998 -0.677
S -0.442 -3.098 -2.092
H 0.901 3.621 0.721
H 1.125 2.808 -0.782
H -0.869 0.012 0.553
H -0.969 0.232 -1.873
H 0.374 1.400 -1.882
H 1.345 -0.983 -2.239
H 1.906 -0.517 -0.665
H 1.280 -2.604 -0.351
H -0.392 -1.881 0.119
H -1.564 -3.493 -1.516
O -2.177 -2.578 0.831
H -2.087 -3.540 1.127
H -2.312 -1.957 1.466
O -0.155 -0.676 2.576
H 0.658 -0.519 2.957
H -0.589 0.149 2.692
O 4.148 1.347 1.327
H 4.021 0.438 1.296
H 4.210 1.650 0.427
O -3.386 1.525 -1.631
H -2.638 1.221 -1.190
H -3.554 2.311 -1.387
*
```

Properties
- LUMO (Ha) = 0.00914
- energy above the lowest of the compared OMol25 structures with the same formula, charge and spin (kcal/mol) = 56.47
- energy (eV) = -28491.8448
- SMILES = NC(=O)NCCCS.O.O.O.O
- frontier orbital gap (eV) = 9.26
- HOMO level (eV) = -9.011

Löwdin population analysis, charges in e, atoms 1 to 2: 0.16 -0.53